(1)
# C21H32F3NO10SiV

A structure of composition C21H32F3NO10SiV (ωB97M-V/def2-TZVPD, OMol25).

Last column: Löwdin charge in e.
Geometry (Å):
V (-0.9060, 3.1342, 1.2008)  1.114
Si (0.7832, -2.3015, -1.1801)  0.496
F (-0.0926, 4.3455, 3.1550)  0.070
F (1.7777, 4.4476, 4.2823)  0.270
F (0.4144, 2.7982, 4.6012)  0.229
O (2.0300, -1.3702, -0.9738)  -0.088
O (-0.8461, 6.8338, -0.5171)  0.296
O (0.2377, -2.5771, -2.6181)  -0.083
O (2.7427, 2.5538, 2.4622)  0.296
O (0.6559, 2.4570, 1.6158)  -0.087
O (-3.8523, 2.2945, 3.8336)  0.303
O (-1.3999, 2.3204, 0.0137)  -0.077
O (0.0222, -2.8460, 0.0805)  -0.083
O (-0.3370, 4.7842, 0.2307)  0.049
O (-2.0740, 2.3511, 2.5882)  0.041
N (-2.4149, 4.5408, 1.5466)  0.078
C (-3.4144, 4.2397, 2.3709)  -0.100
C (2.6218, -0.0787, -2.9457)  -0.014
C (0.9656, 3.6098, 3.7228)  -0.514
C (-4.4273, 6.3446, 1.9046)  0.075
C (-4.4582, 5.1235, 2.5802)  0.102
C (1.6086, 2.8233, 2.5589)  -0.349
C (0.6636, -1.8801, 2.2080)  -0.021
C (-3.1288, 2.8973, 2.9707)  -0.332
C (-1.0919, 5.7763, 0.1507)  -0.347
C (1.7697, -3.9730, 1.3415)  -0.011
C (-3.3608, 6.6603, 1.0645)  0.117
C (-0.1540, -4.9733, -2.7488)  -0.012
C (-0.6813, -3.6261, -3.1992)  -0.574
C (4.1850, -0.3547, -0.9896)  -0.012
C (0.4775, -3.1887, 1.4637)  -0.585
C (-2.0730, -3.3386, -2.6774)  -0.015
C (-0.6456, -4.0252, 2.0384)  -0.010
C (3.6899, -2.3140, -2.4854)  -0.012
C (3.1689, -1.0197, -1.8924)  -0.581
C (-0.5691, -3.4330, -4.6951)  -0.011
C (-2.3652, 5.7103, 0.9207)  -0.099
H (4.0043, -3.0034, -1.7001)  0.101
H (3.4284, 0.2287, -3.6109)  0.109
H (-2.3933, -2.3373, -2.9660)  0.096
H (-0.2749, -1.3225, 2.2268)  0.087
H (0.8752, -5.1195, -3.0791)  0.101
H (-4.6649, 2.7482, 4.1171)  0.182
H (1.6208, -4.8714, 0.7406)  0.103
H (-0.2133, -5.0789, -1.6626)  0.082
H (-2.1173, -3.4410, -1.5919)  0.084
H (1.4441, -1.2751, 1.7422)  0.081
H (0.4554, -3.5871, -5.0320)  0.097
H (-0.7910, -4.9318, 1.4520)  0.099
H (2.1051, -4.2891, 2.3290)  0.112
H (-1.2061, -4.1590, -5.1997)  0.108
H (0.0099, 6.8220, -0.9928)  0.206
H (2.9385, -2.7911, -3.1188)  0.084
H (-3.3059, 7.6102, 0.5482)  0.159
H (-0.8937, -2.4338, -4.9833)  0.097
H (-0.3983, -4.3164, 3.0590)  0.106
H (-5.2809, 4.8960, 3.2467)  0.150
H (4.5232, -1.0405, -0.2133)  0.097
H (4.5583, -2.1073, -3.1106)  0.112
H (-5.2311, 7.0563, 2.0461)  0.153
H (0.9589, -2.0873, 3.2366)  0.106
H (1.8545, -0.5649, -3.5496)  0.086
H (-0.7591, -5.7667, -3.1869)  0.112
H (2.5648, -3.3632, 0.9049)  0.083
H (3.7617, 0.5331, -0.5193)  0.087
H (5.0511, -0.0531, -1.5781)  0.108
H (-1.5791, -3.4632, 2.0543)  0.095
H (-2.7727, -4.0532, -3.1107)  0.109
H (2.2055, 0.8165, -2.4814)  0.089

Calculated values
**HOMO energy**: -17.941 eV
**Total charge**: +3
**Spin multiplicity**: 1
**Kohn-Sham gap**: 6.534 eV
**Molecular weight**: 594.51 g/mol
**Relative energy (zero: lowest compared OMol25 entry of this formula, charge and spin)**: 1.754 eV

(2)
# C31H50BrCeGeN6S3

A structure of composition C31H50BrCeGeN6S3 (ωB97M-V/def2-TZVPD, OMol25).

Last column: Löwdin charge in e.
Geometry (Å):
Ce (0.1181, -0.6644, 1.7606)  0.777
Br (5.1453, -5.7263, -2.0382)  0.866
Ge (0.2363, 0.6049, -1.5159)  1.080
S (-2.6778, -0.7643, 1.3146)  0.807
S (-0.8742, -3.4789, 0.6187)  0.878
S (-1.0734, -2.3302, 3.9181)  0.870
N (-0.3354, 3.7699, 1.0759)  0.018
N (0.1944, 3.3510, -0.1757)  0.250
N (1.3613, 0.0639, 3.6981)  -0.086
N (0.3564, 2.0483, -0.0396)  -0.103
N (0.1174, 1.6637, 1.2637)  -0.111
N (2.3694, -1.7339, 1.5824)  -0.036
C (-1.2165, 1.3154, -2.7124)  -0.270
C (4.2769, -4.5118, -0.8741)  -0.644
C (3.7692, -3.6679, 1.3029)  0.003
C (3.1432, -0.9653, 2.3292)  -0.042
C (2.5052, -2.9117, -0.5996)  -0.052
C (-2.9116, -2.2413, 3.7636)  -0.444
C (-0.2055, 2.7415, 1.9423)  -0.013
C (1.9494, 1.5196, 5.5045)  0.032
C (-3.4249, -1.1089, 2.9551)  -0.468
C (2.8576, -0.9297, -4.0632)  -0.230
C (1.0536, 0.6318, 4.9041)  -0.061
C (-2.9352, 1.6948, -5.9262)  -0.101
C (2.6761, -0.0536, 3.2967)  -0.231
C (-1.8161, 5.5915, -0.6782)  -0.066
C (-1.5915, 5.8010, 0.7981)  -0.426
C (-3.1809, 0.9246, -4.5617)  -0.206
C (-0.8990, -4.0869, 3.3664)  -0.445
C (3.6398, 0.9153, 3.8435)  0.064
C (3.1857, -3.8241, -1.4442)  -0.085
C (-1.8000, 0.3968, -3.8632)  -0.227
C (-2.4194, -3.1643, -0.2971)  -0.440
C (2.3080, 0.4885, -3.6979)  -0.238
C (-1.3612, -4.5218, 2.0086)  -0.459
C (4.5162, -4.5220, 0.5024)  -0.069
C (3.2160, 1.6819, 4.8983)  0.003
C (-0.3199, 5.2236, 1.4096)  -0.056
C (-3.3156, -1.9631, 0.0990)  -0.398
C (2.8331, -2.7544, 0.7451)  -0.290
C (1.9693, -1.9005, -4.9222)  -0.110
C (-2.7562, 5.2151, 1.5746)  -0.075
C (2.0826, 0.7625, -2.2029)  -0.286
H (2.8972, 1.3170, -4.0707)  0.116
H (-2.3260, 1.1709, -6.6974)  0.082
H (1.4145, 0.5956, -4.3252)  0.094
H (4.2387, -0.8748, 2.0406)  0.191
H (5.3590, -5.1326, 0.8610)  0.136
H (0.0738, 0.5267, 5.3321)  0.125
H (-0.8117, -5.4170, 1.7437)  0.094
H (-3.2675, -3.2018, 3.3487)  0.098
H (-2.9433, -4.1161, -0.3549)  0.101
H (3.1423, -1.5034, -3.1141)  0.086
H (2.5878, 0.0089, -1.5186)  0.064
H (1.6528, 2.0698, 6.3840)  0.135
H (-1.4098, -4.5775, 4.2335)  0.122
H (0.2216, -4.1959, 3.4443)  0.108
H (-2.4560, -4.6966, 1.9062)  0.112
H (-3.3696, -2.1435, 4.7799)  0.129
H (-0.5017, 2.7870, 2.9373)  0.153
H (2.6115, -2.7517, -5.2891)  0.098
H (-1.0193, 2.3543, -3.0024)  0.083
H (-2.0344, -3.0515, -1.3308)  0.088
H (0.5330, 5.6417, 0.9647)  0.129
H (-4.5471, -1.1989, 2.8493)  0.139
H (-2.4143, 2.6532, -5.7287)  0.072
H (1.0627, -2.3178, -4.4137)  0.066
H (0.0634, -0.6985, -0.7110)  -0.056
H (-1.0844, 6.1769, -1.2310)  0.098
H (-3.4836, -1.2813, -0.7408)  0.080
H (4.0038, -3.5800, 2.3694)  0.129
H (1.6169, -1.3641, -5.7852)  0.062
H (-1.0978, 0.3201, -4.6731)  0.078
H (-2.6249, 4.9991, 2.6365)  0.079
H (3.9403, 2.3612, 5.3429)  0.143
H (-2.0307, 1.4175, -1.9071)  0.068
H (-0.4173, 5.3043, 2.5029)  0.149
H (-1.8633, 4.5363, -0.9354)  0.054
H (-2.7729, 6.0469, -0.9729)  0.111
H (4.5890, 1.1588, 3.3048)  0.158
H (-4.2179, -2.3465, 0.6411)  0.116
H (3.7956, -0.8580, -4.7148)  0.137
H (2.4839, 1.7371, -1.9168)  0.074
H (-1.5084, 6.9051, 1.0190)  0.177
H (-3.8509, 0.0458, -4.7190)  0.107
H (1.6934, -2.3708, -0.9675)  0.049
H (-2.0148, -0.6198, -3.4922)  0.088
H (-3.2914, -0.1354, 3.4536)  0.091
H (-3.7510, 1.5978, -3.8599)  0.106
H (-3.5960, 5.9342, 1.4096)  0.119
H (-3.0622, 4.2604, 1.0710)  0.088
H (-3.8467, 1.9383, -6.4932)  0.081
H (2.8672, -4.0116, -2.4746)  0.113

Calculated values
**HOMO energy (alpha / beta)**: -17.439 / -17.437 eV
**Total charge**: +4
**Spin multiplicity**: 2
**Kohn-Sham gap (alpha / beta)**: 4.928 / 4.951 eV
**Expectation value of S²**: 0.751
**Molecular weight**: 895.61 g/mol
**Relative energy (zero: lowest compared OMol25 entry of this formula, charge and spin)**: 0.000 eV